1.
Below is C2H7O2 as an isolated structure, with properties calculated with ωB97M-V with the def2-TZVPD basis set.

Each line ends with the Mulliken charge.
Positions of all 11 atoms, in Å:
C (0.079, 0.162, -0.278)  -0.304
O (1.048, -0.364, 0.413)  -0.701
C (-0.632, -1.015, -1.120)  -1.239
H (0.433, 0.930, -0.893)  0.313
H (-0.814, 0.637, 0.231)  0.159
H (-0.107, -1.408, -1.837)  0.370
H (-1.464, -0.556, -1.593)  0.335
H (-0.880, -1.642, -0.266)  0.275
H (1.208, 0.534, 1.203)  0.463
H (0.097, 1.372, 2.145)  0.220
O (1.031, 1.349, 1.995)  -0.890

Results
HOMO energy: -3.31 eV
Charge: -1


2.
Below is a 4-piece molecular cluster, C18H32NO12P overall, with properties calculated with ωB97M-V with the def2-TZVPD basis set.

Each line ends with the Mulliken charge.
Positions of all 64 atoms, in Å:
C (3.760, -3.333, -1.431)  -0.901
C (3.885, -1.822, -1.256)  -0.383
O (2.874, -1.272, -0.436)  -0.415
C (1.640, -1.013, -1.104)  -0.271
C (0.471, -1.514, -0.257)  0.011
O (-0.308, -0.442, 0.294)  -0.306
O (-1.477, -0.246, -0.518)  0.526
C (-2.524, -0.968, 0.017)  0.413
O (-2.801, -0.994, 1.180)  -0.592
N (-3.154, -1.675, -0.990)  0.009
C (-4.365, -2.369, -0.515)  -0.867
P (-3.228, -0.865, -2.574)  0.003
O (-4.795, -1.203, -2.933)  -0.439
O (-3.465, 0.643, -1.989)  -0.446
H (3.455, -3.793, -0.490)  0.137
H (4.730, -3.752, -1.712)  0.400
H (3.049, -3.594, -2.218)  0.264
H (4.839, -1.577, -0.783)  0.382
H (3.887, -1.331, -2.239)  0.319
H (1.533, 0.065, -1.244)  -0.017
H (1.637, -1.518, -2.074)  0.456
H (0.823, -2.102, 0.593)  -0.019
H (-0.179, -2.154, -0.859)  0.272
H (-4.107, -2.952, 0.367)  0.345
H (-5.181, -1.682, -0.294)  0.313
H (-4.700, -3.055, -1.292)  0.301
H (-4.801, -1.689, -3.769)  0.334
H (-3.107, 1.280, -2.628)  0.309
O (-0.935, 5.521, 2.797)  -0.591
C (-1.343, 4.578, 2.185)  0.495
C (-1.031, 3.106, 2.392)  -0.636
C (-1.487, 2.472, 1.079)  0.604
C (-2.600, 3.415, 0.655)  -0.383
O (-2.209, 4.714, 1.149)  -0.389
H (-1.609, 2.752, 3.246)  0.327
H (0.028, 2.974, 2.597)  0.315
H (-1.823, 1.446, 1.171)  -0.162
H (-0.674, 2.497, 0.351)  -0.098
H (-3.561, 3.152, 1.104)  0.309
H (-2.722, 3.478, -0.421)  0.173
O (1.644, -3.901, 1.602)  -0.546
C (2.009, -3.871, 2.741)  0.491
C (1.862, -2.734, 3.734)  -0.277
C (2.855, -3.116, 4.832)  -0.565
C (2.866, -4.637, 4.723)  -0.480
O (2.626, -4.918, 3.332)  -0.401
H (0.830, -2.726, 4.089)  0.295
H (2.081, -1.785, 3.252)  0.237
H (2.585, -2.763, 5.825)  0.327
H (3.842, -2.722, 4.588)  0.272
H (2.067, -5.101, 5.306)  0.256
H (3.814, -5.089, 5.003)  0.321
O (0.406, 1.399, -3.050)  -0.598
C (0.224, 2.581, -3.067)  0.550
C (1.257, 3.689, -2.996)  -0.503
C (0.418, 4.920, -2.658)  -0.414
C (-0.924, 4.561, -3.284)  -0.510
O (-1.014, 3.123, -3.184)  -0.336
H (1.734, 3.767, -3.975)  0.324
H (2.010, 3.451, -2.250)  0.283
H (0.822, 5.857, -3.034)  0.347
H (0.307, 5.010, -1.577)  0.190
H (-0.976, 4.831, -4.341)  0.290
H (-1.773, 4.996, -2.764)  0.342

Results
SMILES: CCOCCOOC(=O)N(C)P(O)O.O=C1CCCO1.O=C1CCCO1.O=C1CCCO1
HOMO energy: -9.32 eV
Charge: 0


3.
Below is a 5-piece molecular cluster, C26H32Cl18I2N3O overall, with properties calculated with ωB97M-V with the def2-TZVPD basis set.

Each line ends with the Mulliken charge.
Positions of all 82 atoms, in Å:
C (-3.262, 1.558, 5.030)  -1.137
C (-3.835, 0.988, 3.657)  0.395
O (-4.504, 1.803, 2.949)  -0.546
N (-3.723, -0.381, 3.143)  0.820
C (-3.834, -1.449, 4.182)  -0.873
C (-2.632, -0.580, 2.201)  -0.993
C (-1.154, -0.189, 2.379)  0.317
N (-0.705, 0.514, 3.593)  -0.541
C (-0.570, 1.801, 3.237)  0.657
C (0.356, 2.771, 4.143)  -1.146
C (-1.262, 2.486, 1.976)  -0.386
C (-0.033, -0.504, 1.312)  1.008
C (1.505, -0.157, 1.501)  -1.725
C (1.956, 1.297, 1.007)  -0.591
C (2.208, 1.421, -0.589)  1.423
C (3.565, 2.318, -0.758)  -1.107
C (1.040, 2.268, -1.295)  -1.200
C (-0.552, -1.248, 0.025)  -0.196
C (0.383, -1.719, -1.182)  -0.247
I (-0.401, -0.925, -3.051)  0.215
C (0.380, -3.360, -1.188)  -0.203
C (1.788, -3.824, -1.834)  -0.821
I (0.331, -4.119, 0.874)  0.059
C (-2.073, -1.594, -0.086)  -0.598
N (-2.996, -1.261, 0.955)  0.911
C (-4.433, -1.632, 0.761)  -0.463
Cl (-5.050, -3.255, 1.327)  -0.066
C (-5.319, -0.696, 0.168)  0.451
C (-4.913, 0.750, -0.359)  -0.769
Cl (-7.068, -1.205, 0.020)  -0.180
H (-2.904, 2.636, 4.985)  0.233
H (-2.463, 0.829, 5.429)  0.348
H (-4.122, 1.514, 5.795)  0.419
H (-3.062, -2.264, 3.936)  0.294
H (-4.861, -1.957, 4.031)  0.277
H (-3.805, -1.094, 5.261)  0.352
H (1.022, 2.163, 4.835)  0.314
H (-0.323, 3.519, 4.691)  0.310
H (0.949, 3.407, 3.383)  0.318
H (-0.714, 2.285, 0.978)  -0.028
H (-2.348, 2.192, 1.800)  -0.024
H (-1.253, 3.636, 2.085)  0.451
H (1.797, -0.255, 2.614)  0.436
H (2.111, -0.971, 0.958)  0.582
H (2.989, 1.494, 1.488)  0.431
H (1.291, 2.157, 1.343)  0.033
H (2.444, 0.424, -1.088)  -0.030
H (3.557, 2.901, -1.735)  0.233
H (3.749, 2.991, 0.160)  0.323
H (4.441, 1.565, -0.747)  0.133
H (1.011, 3.309, -0.803)  0.365
H (1.328, 2.393, -2.404)  0.250
H (0.015, 1.766, -1.216)  0.038
H (1.462, -1.430, -0.955)  -0.109
H (-0.471, -3.769, -1.830)  0.496
H (2.244, -4.700, -1.255)  0.346
H (1.563, -4.097, -2.934)  0.268
H (2.577, -3.002, -1.871)  0.195
H (-2.438, -2.139, -1.031)  0.639
H (-5.725, 1.060, -1.118)  0.392
H (-4.956, 1.526, 0.479)  0.182
H (-3.872, 0.789, -0.842)  0.164
C (1.460, 0.187, -6.628)  0.146
Cl (2.571, -0.704, -5.565)  0.040
Cl (2.226, 0.437, -8.210)  -0.083
Cl (-0.033, -0.754, -6.830)  -0.074
Cl (1.075, 1.762, -5.900)  -0.074
C (6.045, -0.502, -3.179)  0.202
Cl (6.343, -0.543, -1.427)  -0.105
Cl (7.591, -0.357, -4.038)  -0.079
Cl (5.230, -2.002, -3.675)  -0.092
Cl (5.016, 0.892, -3.572)  0.059
C (6.581, 4.795, -3.794)  0.296
Cl (7.732, 3.457, -3.594)  -0.073
Cl (5.089, 4.185, -4.543)  -0.074
Cl (6.203, 5.493, -2.204)  -0.093
Cl (7.298, 6.043, -4.833)  -0.086
C (-3.371, -6.630, -0.106)  0.201
Cl (-2.862, -4.969, -0.487)  0.056
Cl (-4.941, -6.956, -0.869)  -0.085
Cl (-2.162, -7.775, -0.723)  -0.095
Cl (-3.517, -6.813, 1.654)  -0.089

Results
HOMO energy: -11.70 eV
Charge: +1


4.
Below is C37H35IrN9O2S3 as an isolated structure, with properties calculated with ωB97M-V with the def2-TZVPD basis set.

Each line ends with the Mulliken charge.
Positions of all 87 atoms, in Å:
Ir (-1.011, 1.515, 1.802)  0.918
N (-3.115, 2.896, 2.517)  -0.483
N (-3.055, 3.119, 3.893)  -0.169
C (-1.969, 2.735, 4.577)  0.839
N (-1.864, 2.953, 5.861)  -0.259
N (-1.025, 2.104, 3.813)  -0.257
N (0.168, 1.625, 4.316)  1.092
O (0.816, 1.078, 3.424)  -0.535
O (0.493, 1.738, 5.455)  -0.643
H (-3.142, 3.785, 2.019)  0.296
H (-3.964, 2.384, 2.289)  0.292
H (-3.816, 3.605, 4.351)  0.181
H (-2.583, 3.434, 6.387)  0.222
H (-1.037, 2.657, 6.365)  0.188
N (-0.054, 2.019, 0.302)  -0.476
S (1.232, 1.448, -0.399)  1.711
N (1.127, -0.033, -0.937)  0.302
S (-0.118, -0.649, -1.673)  0.975
N (-0.906, -1.640, -0.774)  0.321
S (-1.158, -1.646, 0.777)  1.503
N (-1.495, -0.290, 1.455)  -0.342
C (-2.547, -2.699, 0.952)  0.291
C (-3.182, -2.691, 2.192)  -0.554
C (-4.263, -3.536, 2.366)  -0.855
C (-4.675, -4.362, 1.323)  -0.520
C (-4.010, -4.361, 0.102)  -0.845
C (-2.927, -3.521, -0.104)  -0.237
C (0.203, -2.489, 1.500)  0.880
C (0.772, -1.981, 2.659)  -0.526
C (1.769, -2.723, 3.277)  -0.627
C (2.162, -3.942, 2.740)  -0.689
C (1.585, -4.426, 1.565)  -0.909
C (0.590, -3.705, 0.934)  -0.678
C (0.502, -1.617, -2.981)  0.204
C (-0.366, -1.943, -4.020)  -0.472
C (0.122, -2.744, -5.036)  -0.888
C (1.438, -3.198, -4.998)  -0.658
C (2.284, -2.856, -3.947)  -0.896
C (1.823, -2.056, -2.916)  -0.344
C (-1.212, 0.537, -2.348)  0.940
C (-2.478, 0.699, -1.794)  -0.604
C (-3.338, 1.601, -2.397)  -0.868
C (-2.932, 2.310, -3.525)  -0.693
C (-1.655, 2.139, -4.053)  -0.932
C (-0.779, 1.239, -3.473)  -0.380
C (1.648, 2.509, -1.723)  -0.058
C (2.651, 2.053, -2.578)  -0.621
C (3.050, 2.893, -3.601)  -0.850
C (2.462, 4.151, -3.741)  -0.599
C (1.461, 4.577, -2.875)  -0.919
C (1.042, 3.755, -1.839)  0.173
C (2.618, 1.364, 0.670)  0.826
C (3.249, 2.574, 0.956)  -0.874
C (4.360, 2.542, 1.779)  -0.854
C (4.807, 1.328, 2.296)  -0.692
C (4.153, 0.136, 1.998)  -0.893
C (3.035, 0.138, 1.180)  -0.362
H (-2.837, -2.056, 2.999)  0.418
H (-4.779, -3.557, 3.315)  0.451
H (-5.523, -5.020, 1.466)  0.454
H (-4.330, -5.018, -0.695)  0.474
H (-2.401, -3.511, -1.047)  0.441
H (0.455, -1.033, 3.067)  0.401
H (2.225, -2.354, 4.186)  0.577
H (2.916, -4.532, 3.244)  0.491
H (1.901, -5.375, 1.152)  0.495
H (0.125, -4.078, 0.029)  0.519
H (-1.387, -1.582, -4.045)  0.567
H (-0.523, -3.013, -5.861)  0.506
H (1.809, -3.824, -5.800)  0.471
H (3.307, -3.209, -3.933)  0.509
H (2.465, -1.773, -2.093)  0.452
H (-2.789, 0.118, -0.934)  0.409
H (-4.340, 1.726, -2.008)  0.538
H (-3.625, 2.986, -4.010)  0.487
H (-1.348, 2.695, -4.929)  0.545
H (0.208, 1.081, -3.891)  0.628
H (3.108, 1.080, -2.440)  0.423
H (3.830, 2.576, -4.280)  0.527
H (2.806, 4.816, -4.523)  0.503
H (1.013, 5.554, -2.996)  0.523
H (0.275, 4.070, -1.145)  0.426
H (2.895, 3.510, 0.539)  0.535
H (4.880, 3.462, 2.008)  0.494
H (5.679, 1.314, 2.937)  0.471
H (4.519, -0.801, 2.397)  0.547
H (2.519, -0.780, 0.933)  0.626

Results
2S+1: 2
HOMO energy (spin up / spin down): -18.81 / -18.81 eV
Charge: +4


5.
Below is one molecule with the formula C12H8BrN5O, with properties calculated with ωB97M-V with the def2-TZVPD basis set.

Each line ends with the Mulliken charge.
Positions of all 27 atoms, in Å:
Br (-3.399, -2.879, 6.141)  -0.147
C (-2.227, -2.198, 4.733)  0.347
N (-1.118, -1.326, 4.886)  -0.677
C (-0.818, -1.061, 3.659)  0.520
N (-1.614, -1.649, 2.739)  0.560
N (-2.496, -2.465, 3.515)  -0.904
C (-1.602, -0.941, 1.354)  -0.612
C (-0.200, -0.271, 1.086)  0.264
C (0.304, 0.032, -0.222)  0.679
C (-0.419, 0.624, -1.243)  -0.538
C (0.367, 0.998, -2.345)  0.861
C (0.128, 1.516, -3.713)  -1.010
C (1.203, 1.618, -4.517)  -0.330
C (2.518, 1.531, -4.060)  -0.492
C (2.720, 1.051, -2.830)  -0.489
C (1.703, 0.705, -1.970)  0.069
O (1.624, 0.084, -0.665)  -0.463
N (0.635, -0.043, 2.042)  -0.474
N (0.211, -0.281, 3.362)  -0.139
H (-1.954, -1.576, 0.631)  0.435
H (-2.367, -0.099, 1.462)  0.282
H (-1.486, 0.828, -1.146)  0.414
H (-0.771, 1.708, -4.098)  0.534
H (0.923, 1.902, -5.513)  0.343
H (3.338, 1.717, -4.778)  0.334
H (3.774, 0.861, -2.516)  0.309
H (1.023, -0.384, 4.006)  0.325

Results
SMILES: Brc1nc2n(n1)CC(c1cc3ccccc3o1)=NN2
HOMO energy: -8.41 eV
Charge: 0


Number 1: DFT total energy -6281.5984 eV, largest force on an atom 0.1297 hartree/bohr. Number 2: DFT total energy -54533.0339 eV, largest force on an atom 0.0230 hartree/bohr. Number 3: DFT total energy -275588.8850 eV, largest force on an atom 0.0977 hartree/bohr. Number 4: DFT total energy -91737.0519 eV, largest force on an atom 0.0381 hartree/bohr. Number 5: DFT total energy -92110.3480 eV, largest force on an atom 0.1155 hartree/bohr.